Molecular formula: C40H68N4O12S6
Method: DFT, wB97M-V/def2-TZVPD

The geometry in XYZ format:
```
130
Properties=species:S:1:pos:R:3:forces:R:3
O -1.3732 6.6490 -0.2662 -0.284 -0.382 1.001
S -2.1634 6.1465 0.8546 -1.542 -0.074 -0.670
O -2.0884 6.7055 2.1875 0.576 -0.064 -0.407
C -3.9758 6.2209 0.3762 1.122 -1.013 -0.869
C -4.4431 4.6990 0.3600 1.025 1.495 0.219
C -3.1781 3.8307 0.0209 0.203 0.073 1.263
C -2.0301 4.3150 0.9135 -0.044 1.493 0.194
H -4.0002 6.6477 -0.6264 0.076 0.039 0.034
H -4.3912 6.9392 1.0831 -0.341 -0.505 0.055
H -4.8174 4.5915 1.3781 0.143 -0.894 0.046
H -5.2580 4.4757 -0.3286 0.074 0.307 -0.033
H -2.8345 3.9004 -1.0112 -0.518 0.024 -0.130
H -3.3464 2.7898 0.2974 -0.214 -0.098 -0.480
H -0.9927 4.1557 0.6192 -0.187 -0.479 -0.244
H -2.1594 4.0551 1.9642 -0.051 -0.064 -0.035
O 6.1288 2.8781 1.2988 1.064 -1.616 -0.679
S 6.9314 2.0340 0.3983 -2.118 1.391 -0.935
O 8.0154 2.6280 -0.3193 0.947 0.559 -0.044
C 7.4761 0.5059 1.1024 -0.214 -0.757 0.144
C 6.3340 -0.5286 0.8469 1.213 -0.367 -0.456
C 5.2707 0.0907 -0.0327 -1.560 0.494 0.269
C 5.8415 1.2322 -0.8643 0.399 0.430 1.497
H 7.7927 0.6939 2.1283 -0.331 -0.176 0.066
H 8.3575 0.1940 0.5420 0.006 0.354 -0.023
H 6.7175 -1.3210 0.2042 0.552 -0.357 0.604
H 5.9688 -0.9433 1.7864 -0.147 0.055 -0.256
H 4.5265 0.4371 0.6845 -0.277 0.816 -0.313
H 4.6839 -0.5977 -0.6409 0.450 -0.427 -0.083
H 5.0947 1.9274 -1.2478 0.115 0.099 0.180
H 6.5553 0.9932 -1.6527 -0.178 -0.446 -0.014
O -2.0163 -4.4432 -1.3696 -0.754 0.413 0.668
S -2.7197 -3.1686 -1.3633 -0.843 2.382 -1.451
O -2.8760 -2.3141 -0.1762 -0.056 -1.680 -0.562
C -1.9307 -2.1329 -2.6530 -0.270 -1.766 0.039
C -3.0334 -1.6486 -3.6100 1.425 1.867 0.243
C -4.0529 -2.7124 -3.7519 -0.618 -2.615 1.334
C -4.3851 -3.2252 -2.3505 0.742 0.179 2.061
H -1.4044 -2.9058 -3.2131 0.417 0.034 0.011
H -1.1929 -1.5118 -2.1451 -0.424 0.545 -0.232
H -3.4380 -0.6907 -3.2831 -0.250 -0.053 0.156
H -2.5252 -1.4528 -4.5541 -0.169 0.078 -0.169
H -3.6104 -3.6121 -4.1794 -0.002 0.247 -0.988
H -5.0297 -2.4874 -4.1801 0.434 0.329 -0.547
H -4.7443 -4.2350 -2.1521 -0.005 -0.083 -0.741
H -5.0938 -2.5436 -1.8801 0.294 0.115 0.494
O 1.9020 1.7313 -3.5258 0.328 1.188 -0.261
S 2.1714 3.1652 -3.6639 0.397 0.946 0.036
O 3.3430 3.7687 -3.0225 -0.988 -0.992 -0.812
C 2.0964 3.6784 -5.4575 -0.542 0.154 1.126
C 1.3463 5.0216 -5.4045 0.058 0.708 -0.115
C 0.2206 4.8595 -4.4081 -1.481 -0.288 0.235
C 0.7191 4.1470 -3.1576 -0.019 -0.515 0.313
H 1.4024 2.9825 -5.9289 0.263 -0.309 -0.021
H 3.0998 3.5992 -5.8760 -0.149 0.286 0.043
H 1.8828 5.9205 -5.1010 0.793 -0.379 -0.114
H 0.8689 5.2753 -6.3510 0.357 -0.187 -0.247
H -0.6141 4.3683 -4.9083 0.138 -0.898 0.134
H -0.3070 5.7784 -4.1526 0.666 0.423 0.190
H 0.0503 3.4330 -2.6770 -0.259 0.003 -0.369
H 1.0010 4.8418 -2.3664 0.441 0.013 -0.208
O -1.6621 -1.2072 3.6342 0.433 1.019 0.905
S -0.6543 -0.4858 4.4224 0.323 -0.148 0.738
O -0.7767 -0.3201 5.8805 -0.638 0.229 -1.662
C 0.9049 -1.3055 4.2196 -0.193 0.565 -0.766
C 1.9022 -0.1653 4.3210 0.240 0.715 -0.127
C 1.3707 0.9960 3.3500 1.650 -0.965 0.874
C -0.1187 1.1216 3.6060 -0.404 -0.447 -0.084
H 0.8542 -1.6442 3.1848 0.287 -0.458 0.011
H 0.9237 -2.1150 4.9493 0.217 0.109 -0.080
H 1.9585 0.2246 5.3373 -0.560 0.131 0.161
H 2.9381 -0.4836 4.2044 -0.063 -0.049 -0.860
H 1.6270 0.8589 2.2995 -0.408 -0.812 -0.104
H 1.9573 1.8935 3.5466 -0.416 0.242 0.541
H -0.6494 1.1665 2.6550 -0.240 0.080 0.205
H -0.3382 1.9679 4.2570 -0.302 -0.284 0.090
O -6.4808 -0.8852 -0.0448 1.235 1.292 0.347
S -5.4363 -0.0367 0.5612 -1.840 -1.270 1.476
O -4.4219 0.5674 -0.2666 0.034 0.000 0.144
C -6.2267 1.2243 1.6774 0.445 0.008 0.057
C -5.4999 1.1265 3.0561 -0.329 -0.170 -2.220
C -5.3956 -0.3630 3.2604 -0.479 -0.112 1.197
C -4.7941 -0.9731 2.0137 1.052 0.222 -0.400
H -7.2488 0.8617 1.7866 -0.082 0.238 -0.149
H -6.1669 2.2248 1.2491 -0.164 -0.189 -0.256
H -4.4829 1.4856 2.8984 0.017 0.555 0.410
H -6.0706 1.6694 3.8095 0.337 -0.050 0.060
H -6.3872 -0.7355 3.5175 -0.112 -0.307 -0.290
H -4.7964 -0.5210 4.1572 0.304 -0.467 -0.193
H -4.8937 -2.0507 1.8840 -0.346 0.221 -0.188
H -3.7224 -0.7751 2.0309 0.165 -0.015 -0.094
C 3.3066 -2.9448 -3.4583 3.506 -0.547 -1.942
C 2.0529 -2.7070 -3.0682 -4.007 1.115 1.293
C 1.6780 -1.4410 -3.5243 -0.667 -0.789 1.104
N 2.7172 -0.9243 -4.1825 0.257 -0.685 -0.757
C 3.7072 -1.8914 -4.2630 0.441 1.477 0.396
H 3.9363 -3.7939 -3.2368 -0.179 -0.127 -0.154
H 1.4114 -3.3491 -2.4829 0.035 -0.002 0.042
H 0.8097 -0.8323 -3.3196 0.038 -0.208 -0.051
H 2.6619 0.0429 -4.4681 0.575 -0.194 -0.260
H 4.6104 -1.6572 -4.8069 0.047 -0.249 0.217
C 0.0273 -6.4466 2.6775 0.239 -0.535 -0.682
C -0.7300 -5.7140 1.7121 -0.216 0.248 0.952
C -1.2910 -4.6629 2.3995 -0.718 -0.213 0.205
N -0.9681 -4.7628 3.7331 1.372 -0.483 -0.725
C -0.0396 -5.8292 3.8939 -1.980 1.115 0.246
H 0.5399 -7.3579 2.4069 0.269 0.106 0.358
H -0.9047 -5.9567 0.6743 0.156 0.105 0.081
H -1.9757 -3.9000 2.0595 0.075 0.044 -0.018
H -1.3170 -4.1357 4.4438 0.269 -0.086 -0.133
H 0.3098 -6.0154 4.8987 0.180 -0.335 -0.290
C -0.0138 0.8429 -0.6163 1.424 0.282 -0.691
C -0.7773 0.0657 0.2469 0.464 -2.251 0.114
C -0.0268 -1.1341 0.4056 -1.128 0.529 1.721
N 1.1798 -1.0448 -0.1946 -1.634 1.964 -0.588
C 1.1596 0.1627 -0.8700 1.705 -0.228 0.138
H -0.1939 1.8130 -1.0553 -0.265 -0.016 0.173
H -1.7781 0.2852 0.5885 0.037 -0.314 0.042
H -0.1715 -1.9917 1.0459 -0.557 -0.016 -0.070
H 1.8811 -1.7666 -0.1094 0.216 0.099 -0.335
H 2.0585 0.4637 -1.3875 -0.301 0.118 -0.211
C 3.9414 -3.2812 1.4500 0.453 1.535 0.635
C 3.3176 -3.5463 0.2344 -0.887 -0.377 -0.995
C 2.0723 -4.0296 0.5392 -1.389 -1.376 -0.318
N 1.9167 -4.1540 1.9094 1.178 2.243 -1.143
C 3.0010 -3.4958 2.4063 0.404 -0.981 2.266
H 4.8789 -2.7678 1.6051 -0.047 -0.225 0.009
H 3.6451 -3.3408 -0.7740 0.185 -0.179 0.091
H 1.2550 -4.3243 -0.1023 0.150 -0.155 -0.110
H 1.1099 -4.3707 2.4771 -0.075 -0.114 -0.567
H 3.0155 -3.2597 3.4601 0.329 -0.240 0.067
```
Positions in Å, forces in eV/Å.

Values from the calculation:
HOMO level: -7.674 eV
E_LUMO: 0.2 eV
energy relative to the best compared isomer or geometry (same formula, charge and spin): 0.0 kcal/mol
HOMO-LUMO gap: 7.835 eV
SMILES: O=S1(=O)CCCC1.O=S1(=O)CCCC1.O=S1(=O)CCCC1.O=S1(=O)CCCC1.O=S1(=O)CCCC1.O=S1(=O)CCCC1.c1cc[nH]c1.c1cc[nH]c1.c1cc[nH]c1.c1cc[nH]c1

Löwdin population analysis, charges in e, atoms 1 to 5:
1. O -0.353
2. S 0.692
3. O -0.343
4. C -0.184
5. C -0.180

***

Molecular formula: C4H14N2O4
Method: DFT, wB97M-V/def2-TZVPD

The geometry in XYZ format:
```
24
Properties=species:S:1:pos:R:3:forces:R:3
C -1.4402 0.0883 -2.4674 -4.437 -1.298 -1.299
N -1.6345 1.2320 -1.6272 -0.013 -0.019 2.745
C -0.4191 1.5574 -0.8918 1.392 1.648 -0.518
C -0.3291 1.3498 0.6293 1.906 -0.437 3.255
O 0.3335 2.1483 1.3324 -1.798 -1.329 -1.475
N -0.7666 0.1115 1.2561 -1.212 1.433 -2.183
C -0.7028 -1.1159 0.5196 -0.338 -2.432 -1.649
O 0.6117 -1.6496 0.6275 1.322 0.336 2.522
H -0.6099 0.2337 -3.1244 0.136 0.251 -0.771
H -1.3697 -0.9318 -2.0659 0.430 0.413 0.405
H -2.5133 -0.0433 -2.9767 2.525 0.418 0.058
H -2.3674 1.1242 -0.8778 0.618 -0.195 -1.581
H 0.4058 0.8955 -1.2654 -0.398 0.639 0.217
H -0.0886 2.6808 -1.1379 -0.603 -2.432 0.975
H -0.7289 -0.0870 2.2748 0.209 1.138 -1.243
H -0.7560 -1.1931 -0.6231 -0.644 1.431 1.950
H -1.5309 -1.8765 0.8282 1.459 1.265 0.201
H 1.0263 -1.2418 1.4995 -1.863 -1.313 -2.336
O 1.9784 -2.3353 -1.9241 0.383 1.797 -0.121
H 2.0973 -1.3612 -1.6789 -0.411 -2.411 -0.074
H 1.7152 -2.8287 -1.1373 -0.022 0.655 0.163
O 1.4876 -0.2034 2.6367 0.201 -1.851 1.303
H 2.2333 -0.4597 2.1053 1.062 0.787 0.031
H 1.3530 0.7281 2.6583 0.095 1.507 -0.575
```
Positions in Å, forces in eV/Å.

Values from the calculation:
HOMO level: -9.397 eV
E_LUMO: 0.4 eV
energy relative to the best compared isomer or geometry (same formula, charge and spin): 69.3 kcal/mol
HOMO-LUMO gap: 9.807 eV
SMILES: CNCC(=O)NCO.O.O

Löwdin population analysis, charges in e, atoms 1 to 5:
1. C -0.172
2. N -0.123
3. C -0.165
4. C -0.363
5. O 0.008

***

Molecular formula: HPS5
Method: DFT, wB97M-V/def2-TZVPD

The geometry in XYZ format:
```
7
Properties=species:S:1:pos:R:3:forces:R:3
P -0.7964 0.4046 0.8386 -0.547 -0.492 0.562
S -0.5342 -1.4229 1.8935 -0.233 -0.342 -0.852
S -0.1389 1.7540 2.0585 -0.094 0.149 -0.394
S -0.9040 -2.9213 0.4872 -0.038 0.248 0.414
S -2.8461 -1.0247 -1.0264 -0.219 0.690 -0.085
S -2.9386 -2.6258 0.0546 0.522 -0.244 0.369
H -0.3349 0.2873 -0.4793 0.609 -0.009 -0.014
```
Positions in Å, forces in eV/Å.

Values from the calculation:
HOMO level (alpha / beta): -9.045 / -8.344 eV
E_LUMO (alpha / beta): -2.0 / -2.4 eV
energy relative to the best compared isomer or geometry (same formula, charge and spin): 36.3 kcal/mol
HOMO-LUMO gap (alpha / beta): 7.042 / 5.961 eV

Löwdin population analysis, charges in e, atoms 1 to 5:
1. P -0.069
2. S 0.073
3. S 0.115
4. S -0.014
5. S 0.049

***

Number 1: E_tot -138119.5110 eV. Number 2: E_tot -15542.9640 eV. Number 3: E_tot -63480.5723 eV.